This record from the Open Molecules 2025 dataset describes C17H10BrN3OPdSe as an isolated structure. The level of theory is ωB97M-V with the def2-TZVPD basis set.

Computed properties:
* LUMO energy: -1.28 eV
* total charge: 0
* total energy: -163178.5745 eV
* energy relative to the best compared isomer or geometry (same formula, charge and spin): 0.00 kcal/mol

Geometry (Å):
N: -1.4049 3.2689 -3.2271
H: -5.4012 0.2151 -0.6777
H: -3.2430 -1.0530 3.4173
C: -1.5543 -0.8494 2.1004
H: -4.5201 0.6600 -2.9636
C: 1.2065 -0.3412 1.2182
H: -4.9057 -0.4315 1.7077
Pd: 0.4021 -0.0457 -1.5682
H: -2.0718 0.5386 -3.3578
C: -1.1207 -0.5249 0.8398
C: -3.4384 -0.1470 0.1532
C: 4.4822 -0.3183 -0.6556
Se: 0.7661 1.2380 -3.6157
C: 3.0718 -0.3173 -0.4817
C: -3.8500 -0.4524 1.4704
H: 4.8533 -0.3616 -1.6701
C: -2.4770 0.3538 -2.3749
C: 4.8478 -0.1801 1.7182
H: 3.1167 -0.1440 2.9481
O: 2.3500 -0.3706 -1.5511
N: -1.6118 0.0861 -1.4232
C: 2.5885 -0.2793 0.8608
C: -2.9262 -0.7978 2.4154
C: -2.0699 -0.1785 -0.1560
H: 6.4095 -0.2442 0.2353
C: -0.5554 2.5004 -3.3751
Br: 6.0592 -0.0684 3.1677
H: 0.9847 -0.2082 2.2762
C: -4.3399 0.1763 -0.8891
N: 0.2220 -0.5314 0.4009
C: -3.8645 0.4142 -2.1417
C: 5.3409 -0.2506 0.4044
H: -0.8489 -1.1644 2.8572
C: 3.5026 -0.1913 1.9375

Forces on the atoms, in the same order (eV/Å):
N -0.03 0.01 -0.02
H 0.00 0.02 0.01
H -0.01 0.00 0.00
C 0.01 0.03 -0.10
H 0.00 0.00 -0.01
C 0.08 -0.15 -0.18
H 0.00 0.01 0.01
Pd -0.02 0.13 0.26
H -0.01 -0.01 -0.01
C -0.03 -0.04 0.02
C 0.01 0.03 0.01
C -0.01 -0.01 0.04
Se -0.08 -0.13 -0.13
C 0.02 -0.20 0.02
C -0.01 -0.03 0.02
H -0.01 0.00 -0.01
C 0.03 -0.02 0.08
C -0.11 0.01 0.02
H 0.00 0.00 0.01
O 0.11 0.23 -0.04
N -0.10 0.09 -0.11
C -0.15 0.07 -0.02
C -0.01 0.00 -0.02
C 0.01 -0.08 0.03
H 0.00 0.01 0.00
C 0.10 -0.07 0.05
Br 0.01 0.00 0.02
H -0.01 -0.09 0.03
C 0.00 -0.03 -0.01
N 0.02 0.24 0.04
C 0.03 0.00 0.01
C 0.02 0.00 -0.01
H 0.00 -0.02 0.00
C 0.13 0.01 -0.01